No. 1
{"formula": "C8H18ClIN2OPRu", "method": "wB97M-V/def2-TZVPD", "species": ["I", "Ru", "Cl", "P", "O", "N", "N", "C", "C", "C", "C", "C", "C", "C", "C", "H", "H", "H", "H", "H", "H", "H", "H", "H", "H", "H", "H", "H", "H", "H", "H", "H", "H"], "xyz": [[2.956, -0.014, 2.283], [-1.898, -0.132, -0.661], [-3.895, -0.765, -1.491], [-0.735, 0.133, -2.471], [2.750, 0.634, -1.235], [-0.350, -0.072, 3.573], [-1.062, -0.247, 1.206], [0.174, -1.161, 4.419], [2.205, -1.042, 0.434], [-1.239, -1.086, -3.770], [-1.681, 1.644, -2.873], [-0.254, 1.300, 4.128], [-0.659, -0.249, 2.307], [0.787, 0.641, -3.129], [1.991, 0.244, -0.369], [-0.411, -1.805, -3.856], [0.781, 0.816, -4.256], [-1.135, 2.453, -2.378], [2.949, -1.541, 1.238], [-1.353, -0.556, -4.674], [1.147, -1.261, 0.663], [2.527, -1.791, -0.272], [0.220, -0.821, 5.462], [-1.668, 1.797, -3.941], [-0.509, -2.030, 4.327], [-2.678, 1.553, -2.469], [-2.131, -1.570, -3.467], [0.519, 1.888, 3.668], [-0.042, 1.220, 5.210], [-1.221, 1.803, 3.994], [1.109, 1.592, -2.669], [1.197, -1.450, 4.055], [1.608, -0.126, -2.986]], "forces_ev_per_a": [[1.0, 0.4, 0.6], [-2.7, -1.3, 2.6], [1.5, 0.5, 0.4], [-1.3, 0.4, -5.2], [-2.7, -1.1, 3.7], [0.1, -0.2, -1.4], [0.6, 0.0, -0.3], [0.3, -1.4, -0.5], [-3.5, 0.5, -0.3], [1.4, -0.7, 2.1], [0.5, -0.1, 1.4], [-1.0, 0.4, 0.6], [-0.3, 1.0, 2.1], [3.8, 0.1, -0.5], [4.1, 1.8, -3.9], [-0.4, 0.0, -0.1], [-0.8, -0.4, 1.3], [-0.3, 0.2, -0.1], [0.6, -0.4, 0.2], [-0.1, 0.8, -1.1], [0.8, -0.6, 0.6], [1.1, -0.6, -0.3], [-0.1, -0.2, -0.5], [-0.2, 0.0, -0.4], [0.5, 0.4, 0.2], [-0.6, 0.5, -0.3], [-0.8, -0.6, -0.1], [0.4, 0.2, -0.3], [-0.2, 0.0, -0.7], [0.3, -0.1, 0.1], [0.0, -0.5, -0.2], [-1.0, 0.2, 0.6], [-1.0, 0.9, -0.3]], "lowdin_charge": [1.443, 0.894, 0.184, 0.663, 0.115, -0.166, 0.021, -0.010, -0.443, -0.180, -0.221, 0.018, -0.209, -0.271, -0.251, 0.081, 0.140, 0.072, 0.000, 0.064, 0.051, 0.152, 0.117, 0.090, 0.124, 0.006, 0.001, 0.076, 0.122, 0.122, 0.072, 0.042, 0.081], "gap_ev": [6.86, 6.95], "e_lumo_ev": [-13.1261, -13.2611], "e_homo_ev": [-19.98, -20.21], "total_energy_ha": -1693.0995, "multiplicity": 5, "charge": 3}


No. 2
{"formula": "HN2O4S", "method": "wB97M-V/def2-TZVPD", "species": ["S", "O", "O", "O", "O", "N", "N", "H"], "xyz": [[2.361, 0.441, 0.909], [3.610, -0.231, 1.278], [2.236, 1.750, 1.525], [-1.313, -0.529, 0.624], [-0.284, 0.359, -1.101], [-1.292, -0.273, -0.678], [-2.249, -0.556, -1.484], [-3.067, -0.961, -1.074]], "forces_ev_per_a": [[1.5, 0.7, 1.3], [-1.4, 0.3, -0.7], [-0.3, -1.0, -0.7], [-0.4, -0.1, -2.1], [-0.4, -0.6, -0.2], [-0.2, 0.4, 2.4], [1.0, 0.6, -1.3], [0.2, -0.3, 1.4]], "lowdin_charge": [0.911, -0.483, -0.451, -0.213, -0.182, -0.610, 0.027, 0.000], "gap_ev": 6.48, "e_lumo_ev": 2.1649, "e_homo_ev": -4.32, "total_energy_ha": -809.1939, "de_lowest_kj_mol": 196.7, "charge": -1}


No. 3
{"formula": "C10H16Cl4O4", "method": "wB97M-V/def2-TZVPD", "species": ["Cl", "Cl", "Cl", "Cl", "O", "O", "O", "O", "C", "C", "C", "C", "C", "C", "C", "C", "C", "C", "H", "H", "H", "H", "H", "H", "H", "H", "H", "H", "H", "H", "H", "H", "H", "H"], "xyz": [[2.817, -3.913, -4.734], [2.531, 1.982, -0.697], [3.825, -0.487, -1.786], [2.128, -4.776, -1.952], [1.566, 0.285, 2.579], [-0.089, -0.983, 1.525], [-0.575, -1.611, -1.819], [-0.840, 0.591, -1.492], [2.297, 0.301, -1.227], [-0.658, 0.957, 2.943], [0.286, -0.027, 2.313], [-2.776, -0.550, -1.603], [-3.011, 0.694, -0.835], [-1.852, 1.561, -1.285], [1.936, -3.565, -3.246], [1.678, 1.453, 3.418], [-1.331, -0.642, -1.685], [0.262, 1.558, 3.983], [-3.164, -0.483, -2.620], [0.100, 0.874, 4.816], [1.950, -0.203, -0.325], [-3.171, -1.467, -1.166], [2.027, 2.288, 2.810], [-2.078, 2.168, -2.162], [2.355, 1.201, 4.235], [-1.576, 2.197, -0.444], [2.351, -2.626, -2.880], [0.024, 2.581, 4.272], [0.880, -3.417, -3.473], [1.551, 0.294, -2.021], [-1.525, 0.455, 3.371], [-3.077, 0.526, 0.241], [-3.922, 1.214, -1.131], [-0.918, 1.570, 2.081]], "forces_ev_per_a": [[0.0, -0.3, -0.1], [0.1, 0.1, -0.2], [-0.7, 0.5, 0.2], [-0.1, 0.2, -0.5], [-0.1, -0.8, -0.7], [2.2, 4.2, 3.6], [-1.9, 2.3, -0.1], [1.6, 0.7, -0.6], [0.1, -0.3, 0.3], [0.7, -0.3, -0.4], [-1.7, -4.2, -3.7], [-1.6, -1.7, -0.3], [-1.6, 1.4, -0.2], [-0.3, -0.3, 1.5], [-0.1, 0.7, 0.4], [-0.9, -1.0, 0.5], [3.3, -2.3, 0.1], [-0.6, 1.0, 0.3], [-0.1, 0.0, -0.1], [0.6, 0.4, 0.4], [0.0, -0.3, -0.4], [-0.1, 0.1, 0.0], [-0.1, 0.0, 0.1], [0.2, -0.2, -0.2], [0.3, 0.2, -0.3], [0.4, 0.2, -0.3], [-0.1, -0.2, 0.1], [-0.1, -0.1, 0.2], [0.2, -0.3, 0.1], [0.3, -0.1, 0.2], [0.0, 0.2, -0.3], [0.4, 0.0, 0.0], [-0.3, -0.3, 0.1], [-0.3, 0.5, 0.2]], "lowdin_charge": [0.500, 0.497, 0.506, 0.494, 0.016, 0.029, 0.093, 0.002, -0.983, -0.090, -0.414, -0.098, -0.157, -0.146, -1.043, -0.121, -0.470, -0.156, 0.145, 0.123, 0.011, 0.143, 0.124, 0.133, 0.128, 0.121, -0.035, 0.118, 0.021, 0.014, 0.132, 0.122, 0.119, 0.123], "gap_ev": 10.60, "e_lumo_ev": 0.3702, "e_homo_ev": -10.23, "smiles": "O=C1CCCO1.O=C1CCCO1.ClCCl.ClCCl", "total_energy_ha": -2532.3570, "de_lowest_kj_mol": 59.1, "charge": 0}


No. 4
{"formula": "C14H19ClMnN2O3", "method": "wB97M-V/def2-TZVPD", "species": ["Mn", "Cl", "O", "O", "O", "N", "N", "C", "C", "C", "C", "C", "C", "C", "C", "C", "C", "C", "C", "C", "C", "H", "H", "H", "H", "H", "H", "H", "H", "H", "H", "H", "H", "H", "H", "H", "H", "H", "H", "H"], "xyz": [[-0.705, -0.426, -0.537], [-2.308, 0.991, -0.692], [-2.603, -2.540, 0.435], [0.112, 2.246, 1.317], [-0.056, -0.648, 2.362], [-0.508, 2.553, 3.495], [1.703, 2.029, 2.954], [1.144, 0.320, -1.251], [-1.901, -1.754, -0.066], [1.119, 2.396, 5.268], [1.221, -1.086, -0.913], [2.201, 2.510, 4.217], [-1.853, 2.762, 3.018], [-0.155, 3.057, 4.799], [0.017, 1.693, -3.170], [0.424, 2.289, 2.521], [0.220, 0.477, -2.340], [2.647, 1.670, 1.928], [-0.380, -0.807, -2.593], [-0.267, -0.512, 1.221], [0.248, -1.785, -1.732], [-0.013, 4.152, 4.761], [2.386, 0.696, 1.496], [0.675, 1.701, -4.052], [-1.886, 3.527, 2.227], [2.518, 3.566, 4.131], [-1.110, -1.000, -3.381], [3.087, 1.926, 4.493], [1.757, 1.126, -0.849], [-2.478, 3.062, 3.866], [-0.986, 2.851, 5.483], [1.455, 2.875, 6.193], [0.080, -2.858, -1.752], [0.927, 1.341, 5.491], [0.246, 2.586, -2.582], [-2.246, 1.833, 2.579], [1.938, -1.562, -0.250], [3.645, 1.604, 2.365], [2.643, 2.403, 1.111], [-1.013, 1.740, -3.535]], "forces_ev_per_a": [[0.1, 1.2, -1.4], [-0.6, 0.5, 0.2], [3.1, 3.5, -2.5], [0.5, -0.3, 2.0], [-0.6, 0.4, -4.3], [-0.5, 1.0, -0.2], [-0.5, 0.5, -0.4], [0.1, -0.7, -1.0], [-4.4, -4.6, 2.9], [0.2, -0.3, 0.5], [-0.2, -0.1, -1.1], [0.3, 0.1, 1.0], [-0.8, 0.0, 0.2], [0.2, -0.2, 0.8], [-0.4, 0.4, 0.3], [0.4, -0.4, -2.5], [0.5, -1.0, -0.2], [0.6, -0.2, -0.4], [1.1, 0.0, 0.1], [0.8, -0.2, 6.5], [1.0, 0.6, -0.6], [-0.2, -0.1, -0.3], [-0.1, 0.2, 0.1], [0.0, -0.3, 0.3], [0.2, -0.2, 0.2], [0.0, -0.2, -0.3], [0.1, 0.0, 0.4], [-0.2, 0.1, -0.1], [-0.4, -0.3, 0.0], [0.1, -0.1, -0.3], [0.1, 0.1, -0.2], [-0.1, -0.1, -0.1], [0.0, 0.2, 0.1], [0.0, 0.1, 0.0], [-0.2, 0.0, -0.2], [0.2, 0.2, 0.0], [-0.3, 0.1, 0.0], [-0.2, 0.0, -0.1], [0.0, 0.0, 0.2], [0.2, 0.1, 0.1]], "lowdin_charge": [0.128, 0.333, 0.241, 0.039, 0.199, 0.040, 0.002, -0.064, -0.073, -0.121, -0.094, -0.112, 0.044, -0.099, -0.012, -0.451, -0.316, 0.021, -0.051, -0.094, -0.098, 0.175, 0.097, 0.117, 0.139, 0.167, 0.160, 0.150, 0.133, 0.119, 0.154, 0.145, 0.146, 0.139, 0.099, 0.119, 0.144, 0.118, 0.123, 0.097], "gap_ev": [9.31, 4.92], "e_lumo_ev": [-6.6616, -10.5241], "e_homo_ev": [-15.98, -15.45], "total_energy_ha": -2490.6409, "de_lowest_kj_mol": 0.0, "multiplicity": 4, "charge": 2}


No. 5
{"formula": "C4H7ClN2O", "method": "wB97M-V/def2-TZVPD", "species": ["Cl", "O", "N", "N", "C", "C", "C", "C", "H", "H", "H", "H", "H", "H", "H"], "xyz": [[-2.122, -1.867, -0.311], [2.892, -0.797, -0.127], [-2.192, 1.176, 0.489], [-0.307, 1.777, -0.802], [-0.801, -0.724, -0.138], [0.471, -1.196, -0.037], [1.594, -0.456, 0.389], [-0.968, 0.828, -0.203], [3.026, -0.084, -1.037], [-2.509, 2.097, 0.662], [-3.079, 0.411, 0.902], [0.199, 1.125, -1.480], [1.815, -0.590, 1.408], [0.565, -2.321, 0.092], [1.417, 0.621, 0.193]], "forces_ev_per_a": [[0.3, 0.9, 0.1], [0.3, 3.2, -5.1], [-1.9, -4.2, 1.3], [0.0, -3.8, -0.7], [2.6, 1.0, -1.1], [-3.5, -3.5, 0.4], [2.7, 3.2, -0.6], [-4.7, 0.7, 1.2], [-0.4, -3.6, 4.1], [0.3, 1.0, -0.3], [4.5, 2.8, -1.9], [0.3, 1.7, 0.7], [-0.6, -0.2, 1.8], [-0.1, 1.3, -0.5], [0.2, -0.6, 0.6]], "lowdin_charge": [0.648, -0.136, 0.031, 0.088, -0.582, -0.132, -0.329, -0.476, 0.217, 0.043, 0.194, 0.076, 0.117, 0.135, 0.106], "gap_ev": 9.58, "e_lumo_ev": 0.2713, "e_homo_ev": -9.31, "smiles": "[H]/N=C(N)\\C(Cl)=C/CO", "total_energy_ha": -801.4286, "de_lowest_kj_mol": 352.7, "charge": 0}